No. 1
{"formula": "C31H33Cl3HgN3O9P2SSi", "method": "ωB97M-V/def2-TZVPD", "relative_energy_kj_mol": 87.10, "mol_weight_g_mol": 1020.667, "spin_multiplicity": 2, "total_charge": -2, "energy_ha": -4947.1682, "symbols": ["Hg", "C", "Si", "C", "C", "N", "C", "C", "C", "C", "C", "C", "O", "C", "C", "C", "C", "C", "C", "H", "H", "H", "H", "H", "H", "H", "H", "H", "H", "H", "H", "H", "H", "H", "H", "H", "H", "O", "P", "O", "O", "O", "P", "O", "O", "O", "H", "H", "Cl", "C", "C", "C", "C", "C", "C", "N", "C", "C", "N", "C", "O", "C", "C", "C", "Cl", "S", "C", "C", "C", "Cl", "C", "H", "H", "H", "H", "H", "H", "H", "H", "H", "H", "H", "H", "H"], "positions_angstrom": [[2.277005, 0.244310, 0.743501], [4.296540, 0.058711, -2.831509], [2.409837, 0.006845, -2.518775], [2.203053, 1.876982, -2.290108], [1.248123, -0.390353, -4.032916], [1.893990, -0.856995, -1.104225], [1.949416, -2.227491, -1.076158], [2.408088, -3.026801, -2.156209], [2.461270, -4.461878, -2.010054], [1.887280, -5.102602, -0.956570], [1.338543, -4.310598, 0.053345], [1.449960, -2.942377, 0.099257], [0.992753, -2.224799, 1.225768], [1.348955, -2.568289, 2.536575], [0.350420, -2.593854, 3.489993], [0.651060, -3.160687, 4.703289], [2.019125, -3.511673, 4.978830], [2.995812, -3.307423, 4.043789], [2.695559, -2.894621, 2.768443], [4.822001, 0.662469, -2.059202], [4.555347, 0.447220, -3.860813], [4.758699, -0.986911, -2.683555], [2.276291, 2.552658, -3.174005], [2.929892, 2.245271, -1.559273], [1.198733, 2.024963, -1.894678], [0.955735, -1.434717, -3.988348], [1.717508, -0.220963, -4.975051], [0.417189, 0.209581, -3.898765], [2.639941, -2.572914, -3.064219], [2.893262, -4.986232, -2.888416], [1.662282, -6.182111, -0.949897], [0.789204, -4.899771, 0.810574], [-0.662598, -2.300126, 3.217359], [-0.102968, -3.474829, 5.451646], [2.292613, -4.025366, 5.924237], [4.066597, -3.500984, 4.284170], [3.391478, -2.796693, 1.966706], [4.928243, 2.598157, 2.957589], [3.791320, 1.500639, 3.217187], [3.409790, 1.473376, 4.653997], [2.483485, 1.635495, 2.284109], [4.599130, 0.134452, 2.796463], [5.413102, -0.687527, 1.542253], [6.048732, 0.581259, 0.656606], [6.458086, -1.589122, 2.047085], [4.235246, -1.181576, 0.565561], [5.090095, 3.090579, 3.771938], [6.750857, 0.866368, 1.279459], [-4.049578, 5.585721, -4.886730], [-4.088488, 4.734276, -3.400485], [-3.601689, 3.377374, -3.357964], [-3.672100, 2.660219, -2.182715], [-4.261868, 3.101364, -1.013083], [-4.560722, 2.304578, 0.211315], [-3.803485, 2.819032, 1.469480], [-2.307156, 2.676445, 1.346630], [-1.387855, 3.665645, 1.101892], [-0.139841, 3.040467, 1.188644], [-0.282237, 1.700804, 1.514021], [-1.607976, 1.533781, 1.665099], [-4.164298, 0.871264, 0.109769], [-5.246848, 0.034413, -0.433230], [-4.733968, -1.334682, -0.639512], [-5.328119, -2.538582, -0.190014], [-6.809602, -2.754450, 0.568020], [-4.377522, -3.977367, -0.544519], [-3.218219, -2.979787, -1.413808], [-3.562126, -1.621068, -1.402718], [-4.658232, 4.450926, -1.055274], [-5.426361, 5.291727, 0.233000], [-4.567674, 5.268733, -2.188060], [-3.103142, 2.969604, -4.274591], [-3.281822, 1.638187, -2.269448], [-5.650815, 2.365487, 0.355710], [-4.196243, 2.208367, 2.351875], [-4.039544, 3.821294, 1.784942], [-1.508239, 4.708975, 0.993165], [0.864096, 3.488240, 1.112008], [-2.084949, 0.606879, 1.943485], [-5.625541, 0.402202, -1.416600], [-6.074975, 0.095495, 0.267133], [-2.325748, -3.481070, -1.706586], [-2.949782, -0.800643, -1.838420], [-4.853416, 6.277098, -2.099417]], "forces_ev_per_angstrom": [[-0.530, -0.466, -0.941], [0.899, -1.940, -0.184], [0.337, 1.413, -0.886], [-0.587, 0.168, 0.135], [2.328, -1.609, 1.428], [0.206, 0.810, 0.020], [-0.402, -0.418, 1.096], [-0.818, -2.152, 3.018], [0.398, 1.840, -2.426], [-0.689, -0.347, 0.110], [-0.487, -0.938, 1.009], [0.490, 0.150, -0.282], [-0.297, 0.521, -0.723], [1.318, -0.387, -1.806], [-0.609, -0.279, -0.347], [1.755, -1.100, 1.448], [-1.824, -0.324, 1.009], [1.997, -0.300, 0.057], [-2.013, 0.423, 0.332], [-0.569, -0.163, -0.456], [-0.269, -0.402, 1.031], [-0.529, 1.405, -0.499], [0.085, -0.829, 0.316], [-0.093, 0.019, 0.071], [-0.182, 0.344, 0.239], [-0.226, -0.170, -0.066], [0.349, 0.322, -0.756], [-1.808, 1.285, 0.118], [0.800, 0.565, -1.286], [-0.406, 0.081, 0.754], [0.565, 0.597, 0.010], [0.402, 0.877, 0.034], [0.251, -0.101, -0.004], [0.365, 0.692, -0.596], [-0.363, 0.620, -0.595], [-0.962, 0.014, -0.114], [0.494, 0.057, -0.337], [-0.024, 0.533, -0.567], [-2.091, -1.994, 0.278], [0.658, 0.231, -0.782], [3.077, -0.189, 0.689], [0.398, 0.028, -0.587], [-4.095, 0.674, -3.231], [0.274, -0.887, 1.962], [-0.221, 0.301, 0.412], [3.033, 1.005, 2.904], [-0.220, -0.154, -0.044], [-0.169, 0.324, -0.763], [-0.030, 0.532, -0.449], [-0.115, -0.411, 1.614], [0.584, -0.124, -0.963], [0.449, -1.260, -1.374], [0.174, -0.619, 0.656], [1.083, -0.811, -0.217], [0.259, -1.691, 1.040], [-1.308, -0.362, 1.112], [2.274, -1.661, 0.187], [-0.614, 0.031, 0.177], [-1.750, 0.541, 0.173], [1.351, 0.773, -1.090], [-1.511, 0.532, -0.757], [0.523, 1.549, -0.086], [-0.738, -2.706, 0.373], [2.255, 1.053, -1.079], [-1.047, 0.108, 0.672], [0.067, 2.084, -0.586], [-1.299, 1.304, 0.836], [1.121, -1.230, 0.168], [-0.270, 2.190, -1.905], [-0.623, 0.289, 1.435], [0.756, -2.070, -0.657], [-0.511, 0.251, 1.076], [-0.133, 0.288, 0.428], [0.036, -0.146, 0.652], [0.928, 0.361, -1.011], [0.047, 0.444, -0.577], [-0.912, 0.642, -0.330], [-0.776, -0.298, -0.066], [-0.108, 0.112, -0.171], [0.431, 0.209, 0.543], [-0.235, -0.314, 0.120], [0.497, 0.079, -0.494], [-0.426, -0.906, 0.385], [-0.430, 1.090, -0.039]], "mulliken_spin": [-0.0017, -0.0003, -0.0029, -0.0020, -0.0011, -0.0012, -0.0004, -0.0001, -0.0001, 0.0000, 0.0001, 0.0004, 0.0002, 0.0001, -0.0003, -0.0001, 0.0000, 0.0000, 0.0000, 0.0002, -0.0002, 0.0001, -0.0003, 0.0009, 0.0085, 0.0006, -0.0002, 0.0041, 0.0005, 0.0000, 0.0000, 0.0000, 0.0004, 0.0000, 0.0000, 0.0000, 0.0000, 0.0000, 0.0001, 0.0000, 0.0002, 0.0000, 0.0000, 0.0001, 0.0000, -0.0001, 0.0000, 0.0000, 0.0405, 0.2935, 0.1689, 0.0213, 0.1891, 0.0284, 0.0612, -0.0358, 0.0044, 0.0107, 0.0013, 0.0263, -0.0560, -0.0106, -0.0182, 0.0052, -0.0006, 0.0014, 0.0000, 0.0061, 0.2896, 0.0187, -0.1005, 0.0225, -0.0121, 0.0342, -0.0305, 0.0082, 0.0049, 0.0008, 0.0028, 0.0043, 0.0225, 0.0003, -0.0012, -0.0071]}

***

No. 2
{"formula": "C23H53Cl9N6O6", "method": "ωB97M-V/def2-TZVPD", "mol_weight_g_mol": 828.790, "spin_multiplicity": 2, "total_charge": 1, "energy_ha": -5829.3911, "symbols": ["C", "Cl", "Cl", "Cl", "H", "C", "Cl", "Cl", "Cl", "H", "C", "Cl", "Cl", "Cl", "H", "C", "C", "C", "O", "C", "N", "H", "H", "H", "H", "H", "H", "H", "H", "H", "H", "H", "C", "C", "C", "O", "C", "N", "H", "H", "H", "H", "H", "H", "H", "H", "H", "H", "H", "C", "O", "N", "C", "C", "H", "H", "H", "H", "H", "H", "H", "C", "O", "N", "C", "C", "H", "H", "H", "H", "H", "H", "H", "C", "O", "N", "C", "C", "H", "H", "H", "H", "H", "H", "H", "C", "O", "N", "C", "C", "H", "H", "H", "H", "H", "H", "H"], "positions_angstrom": [[1.467051, 3.924882, 0.947379], [0.851211, 5.608182, 0.945022], [1.411092, 3.075441, 2.518022], [3.177080, 3.991761, 0.341171], [0.925651, 3.378205, 0.175293], [-4.352515, -0.575689, -1.965397], [-2.999093, -1.736220, -2.301381], [-4.612427, -0.525028, -0.216149], [-5.941154, -0.902294, -2.700624], [-4.023902, 0.369631, -2.397236], [2.840744, -1.360979, 3.736002], [3.879411, -2.751161, 4.309984], [3.760151, 0.099545, 3.962971], [1.156668, -1.306835, 4.397188], [2.821757, -1.449865, 2.649797], [-2.809574, 2.856154, 1.358887], [-2.782677, 4.322015, 1.755978], [-2.857872, 5.371320, 0.612133], [-1.718901, 5.029229, -0.179545], [-1.716693, 6.016844, -1.246468], [-3.990631, 4.377056, 2.609193], [-2.088970, 2.552306, 0.599606], [-3.765935, 2.615605, 0.894541], [-2.662761, 2.247461, 2.251089], [-1.890510, 4.558299, 2.335898], [-2.867099, 6.364955, 1.060142], [-3.746349, 5.106120, 0.039079], [-2.327409, 5.778364, -2.117243], [-0.735056, 6.002575, -1.720061], [-1.976125, 7.015906, -0.896212], [-4.131659, 5.342597, 2.869852], [-3.880997, 3.908887, 3.497387], [-1.391000, -0.822173, 1.116722], [-0.059135, -1.196584, 0.538889], [0.905246, -0.014131, 0.587344], [0.478447, 0.926531, -0.403677], [0.763298, 0.559861, -1.708989], [0.483596, -2.295044, 1.374651], [-2.124923, -1.627792, 1.137801], [-1.861167, 0.053962, 0.670136], [-1.295084, -0.575178, 2.174022], [-0.159279, -1.583786, -0.475079], [1.932870, -0.257033, 0.317000], [0.994177, 0.338067, 1.615039], [0.682772, 1.423822, -2.368684], [0.167464, -0.263147, -2.103621], [1.832145, 0.355255, -1.770641], [1.430544, -2.569875, 1.155889], [0.051301, -3.194282, 1.217855], [0.997881, 3.008177, -5.962649], [-0.118525, 2.555111, -6.150436], [1.228000, 3.889340, -4.994479], [2.402974, 4.799863, -5.074024], [0.183991, 4.260890, -4.050763], [1.855364, 2.712143, -6.586582], [2.051531, 5.816193, -5.251926], [3.072007, 4.428367, -5.850221], [2.993949, 4.949384, -4.170426], [0.641473, 4.342495, -3.064788], [-0.252495, 5.250408, -4.186504], [-0.561598, 3.468927, -3.980091], [-4.827570, -2.317422, 3.354482], [-5.800015, -1.595715, 3.689299], [-3.719900, -2.499168, 4.103076], [-2.825978, -3.551951, 3.802499], [-3.452892, -1.702975, 5.303243], [-4.798152, -2.796518, 2.363617], [-1.878525, -3.054630, 3.594879], [-3.081965, -4.096595, 2.893688], [-2.713351, -4.184793, 4.682798], [-3.616638, -2.444631, 6.085058], [-2.422397, -1.349153, 5.271513], [-4.098833, -0.840279, 5.466417], [4.130982, -2.534266, 0.163894], [3.077456, -3.133751, 0.449464], [5.340813, -2.983519, 0.755909], [6.585320, -2.211150, 0.491653], [5.533603, -4.021982, 1.728141], [4.240188, -1.635508, -0.462597], [7.481410, -2.776896, 0.236596], [6.822313, -1.500817, 1.283720], [6.424684, -1.604200, -0.399367], [4.670256, -4.664013, 1.902821], [6.229412, -4.759382, 1.327921], [5.941977, -3.642018, 2.664605], [1.820563, -5.281046, -2.089603], [2.575900, -6.223249, -2.439437], [0.604660, -5.135231, -2.688011], [-0.436267, -4.306824, -2.097932], [0.257812, -5.970835, -3.840536], [2.116496, -4.518063, -1.353076], [-1.386409, -4.321973, -2.631889], [-0.218357, -3.239090, -2.074007], [-0.627547, -4.573272, -1.058448], [-0.719761, -6.422033, -3.670633], [0.153120, -5.299221, -4.692645], [0.879260, -6.852874, -3.995175]], "forces_ev_per_angstrom": [[0.661, 0.710, -0.679], [0.536, -0.861, 0.643], [-0.199, 0.534, -0.655], [-0.558, -0.260, 0.330], [-0.144, -0.076, 0.540], [-0.324, -0.065, 0.037], [-0.751, 0.220, -0.164], [0.210, 0.336, -0.153], [0.851, -0.357, -0.172], [0.003, -0.103, 0.508], [0.876, -0.640, -0.319], [-1.338, 0.746, -0.043], [-0.240, 0.554, 0.427], [1.119, -0.197, -0.471], [-0.523, -0.407, 0.301], [0.566, -0.180, -1.175], [-0.942, -0.317, 0.781], [0.141, -3.511, 1.122], [-1.073, 2.416, -1.317], [1.117, -0.855, -0.448], [-0.079, 1.425, -0.189], [0.520, 0.186, 0.131], [-0.253, 0.068, 0.333], [-0.100, -0.100, -0.006], [0.357, -0.083, -0.044], [0.161, 0.241, -0.423], [-0.381, 0.674, -0.061], [-0.844, -0.359, 0.377], [0.378, 0.282, 0.513], [0.160, -0.041, 0.105], [-0.331, 0.310, 0.126], [0.284, -0.360, -0.046], [-1.383, 0.255, 0.808], [0.630, 0.196, 2.463], [0.355, -0.049, -1.624], [-0.749, 0.594, 2.280], [1.255, 0.234, -0.835], [-0.379, -0.282, -3.185], [0.047, -0.167, -0.513], [0.278, -0.176, -0.362], [0.416, 0.182, 0.105], [0.085, -0.550, -0.309], [0.223, -0.685, -0.071], [-0.642, 0.829, -0.201], [-0.624, 0.081, 0.181], [-0.100, -0.099, 0.003], [0.233, -0.645, -0.169], [2.167, 0.557, 0.482], [-1.449, -0.351, 0.916], [-1.424, -0.514, -0.698], [0.238, -0.615, -0.187], [1.658, 1.907, 1.265], [-0.612, -0.267, 0.083], [0.472, -0.329, 0.674], [0.113, 0.238, 0.116], [-0.064, 0.001, -0.674], [-0.125, 0.297, -0.074], [-0.200, -0.815, 0.425], [0.246, -0.125, 0.188], [-0.215, -0.088, -0.683], [-0.076, 0.291, -0.357], [-2.602, 2.272, 0.936], [2.468, -1.606, -0.918], [-1.386, 1.299, -0.709], [1.178, 0.389, -0.048], [-0.236, -1.088, -0.033], [-0.055, -0.341, 0.173], [0.729, -0.380, 0.080], [-0.383, -0.114, 0.296], [0.106, -0.402, -0.236], [0.369, 0.555, 0.758], [0.138, -0.178, 0.135], [-0.258, -0.384, -0.506], [2.196, -2.676, 3.017], [0.003, 1.230, -0.571], [-0.714, 2.506, -1.934], [-0.747, 0.695, -0.796], [-0.257, -1.532, -0.105], [-0.078, -0.354, -0.028], [-0.361, -0.617, 0.368], [-0.064, -0.273, 0.312], [-0.157, 0.096, -0.037], [-0.415, 0.683, 0.087], [0.445, 0.226, -0.109], [-0.141, 0.127, -0.104], [1.196, -2.756, -1.836], [-1.196, 2.538, 1.250], [0.007, 0.115, 0.440], [0.082, 0.463, 0.184], [-1.047, -0.046, 0.301], [-0.252, -0.153, 0.095], [0.191, -0.595, -0.146], [0.575, 0.249, -0.217], [-0.173, -0.338, 0.113], [-0.275, 0.205, 0.106], [0.293, -0.392, -0.326], [0.585, 0.736, 0.050]], "mulliken_spin": [-0.0001, 0.0000, 0.0002, 0.0000, 0.0001, -0.0001, 0.0005, 0.0001, 0.0001, 0.0000, -0.0042, 0.0000, 0.0001, 0.0342, 0.0045, -0.0001, 0.0001, 0.0000, 0.0000, 0.0000, 0.0000, -0.0002, 0.0001, 0.0000, 0.0000, 0.0000, 0.0000, 0.0000, 0.0000, 0.0000, 0.0000, 0.0000, 0.0343, 0.0628, 0.0016, -0.0014, 0.0043, 0.7711, -0.0022, -0.0104, -0.0052, 0.1022, 0.0008, 0.0018, 0.0001, -0.0017, 0.0003, 0.0046, -0.0236, 0.0000, 0.0000, 0.0000, 0.0000, 0.0000, 0.0000, 0.0000, 0.0000, 0.0000, 0.0000, 0.0000, 0.0000, -0.0005, 0.0013, 0.0021, 0.0029, 0.0000, 0.0000, -0.0008, 0.0002, 0.0000, 0.0001, -0.0001, 0.0000, -0.0010, 0.0146, 0.0012, 0.0003, -0.0002, 0.0001, 0.0000, 0.0000, 0.0000, -0.0001, 0.0000, 0.0000, -0.0032, 0.0028, 0.0030, 0.0000, -0.0001, 0.0010, -0.0002, 0.0005, 0.0008, 0.0001, 0.0002, 0.0000]}

***

No. 3
{"formula": "C4H7NO2", "method": "ωB97M-V/def2-TZVPD", "relative_energy_kj_mol": 329.42, "mol_weight_g_mol": 101.105, "energy_ha": -361.7554, "symbols": ["O", "C", "C", "N", "C", "C", "O", "H", "H", "H", "H", "H", "H", "H"], "positions_angstrom": [[-2.156046, -0.176259, -0.953700], [-1.434035, -0.507393, 0.163154], [-0.599343, -1.538104, 0.161462], [2.047995, -0.696504, 0.252243], [2.151602, 0.460531, -0.249742], [-0.077777, 1.647156, -0.517055], [-0.736227, 2.477183, -0.926663], [-2.445366, 0.741718, -0.900922], [-1.613743, 0.087902, 1.059576], [-0.075886, -1.834598, 1.060524], [-0.425302, -2.092000, -0.756586], [1.935291, -1.387353, -0.491641], [2.141519, 0.689863, -1.323505], [2.247261, 1.324421, 0.411529]], "forces_ev_per_angstrom": [[-0.103, 0.129, -0.067], [0.003, -0.486, 0.272], [-0.350, 0.017, 0.009], [0.357, 0.281, -0.307], [0.421, -0.225, 0.170], [-0.828, 1.489, -0.481], [0.523, -0.693, 0.333], [-0.092, -0.188, 0.035], [-0.065, -0.126, -0.178], [-0.113, 0.107, -0.125], [-0.088, -0.008, 0.125], [0.091, -0.005, 0.103], [0.068, -0.136, 0.145], [0.177, -0.155, -0.034]], "nbo_charge": [-0.6958, 0.1000, -0.4779, -0.6123, -0.0503, 0.5431, -0.5258, 0.4775, 0.1738, 0.2284, 0.2016, 0.3305, 0.1473, 0.1597]}